ORCA calculation (ωB97M-V/def2-TZVPD) on 7 unconnected molecules or ions with the total composition C43H96N5O7 in a non-equilibrium geometry.

* gap between HOMO and LUMO: 5.07 eV
* total charge: +3
* M: 795.3 g mol⁻¹
* relative energy (zero: lowest compared OMol25 entry of this formula, charge and spin): 44.64 kcal/mol
* LUMO energy: -5.7 eV
* F_max: 8.4 eV/Å

```
151
Properties=species:S:1:pos:R:3:forces:R:3
C 8.6745 9.9770 -25.2939 0.86 0.86 -0.02
C 7.3644 9.3851 -25.7609 -0.51 -0.10 -1.28
C 6.8453 8.3422 -24.8097 -0.12 -0.06 1.39
N 5.4320 7.8066 -24.9413 -0.56 -0.95 -0.74
C 5.4921 6.8996 -26.2097 1.79 1.77 0.36
C 4.2303 6.3833 -26.6218 -2.90 -0.10 -0.14
C 3.1271 7.4776 -26.7239 0.10 -2.10 -0.41
C 2.9729 8.3668 -25.4975 0.60 1.12 -0.92
C 4.3873 8.9304 -25.0681 -1.01 -0.65 -0.16
C 5.0067 6.9647 -23.7523 0.59 -0.08 0.09
H 9.3124 10.1167 -26.1667 -0.18 0.59 -0.05
H 9.3712 9.4301 -24.6586 -0.69 -0.67 0.33
H 8.4878 10.9248 -24.7892 0.27 0.06 -0.11
H 7.5347 9.0509 -26.7843 -0.02 -0.87 0.11
H 6.6317 10.1609 -25.9833 0.06 0.35 0.64
H 6.8609 8.7528 -23.8001 0.18 0.12 0.11
H 7.5254 7.4904 -24.8155 -0.21 -0.17 0.06
H 5.9100 7.6000 -26.9327 0.23 -0.35 -0.22
H 6.1296 6.0305 -26.0475 0.70 0.59 0.48
H 4.2995 5.8691 -27.5804 0.27 0.13 -0.10
H 3.9546 5.5968 -25.9194 -0.58 0.11 0.08
H 3.2537 8.0259 -27.6574 0.39 0.46 0.20
H 2.2713 6.8436 -26.9559 -0.64 0.45 0.48
H 2.4233 9.2244 -25.8854 0.14 0.47 0.11
H 2.2797 8.0236 -24.7296 0.76 -0.68 0.33
H 4.7104 9.7072 -25.7612 0.17 -0.61 -0.42
H 4.3337 9.4843 -24.1309 0.14 -0.48 0.35
H 4.0336 6.4916 -23.8839 -0.29 0.61 -0.20
H 5.0520 7.5955 -22.8645 -0.20 -0.08 -0.07
H 5.6648 6.1089 -23.6015 0.53 0.28 -0.24
C 3.9880 2.8724 -26.4711 -1.16 -0.74 -0.60
C 3.9552 1.9317 -25.2623 0.00 0.96 2.23
C 4.1708 2.7273 -23.8829 -0.91 -0.39 -1.19
N 3.7247 1.9184 -22.6259 -0.70 -0.47 -0.62
C 4.3967 0.5442 -22.5741 2.12 1.10 0.34
C 5.9989 0.7086 -22.5118 -1.61 -1.64 0.37
C 6.3857 1.3834 -21.1848 -2.24 1.63 -0.87
C 5.6105 2.7964 -21.1961 0.25 0.03 -0.44
C 4.0147 2.7396 -21.3363 2.79 -0.96 -1.15
C 2.1475 1.6797 -22.6218 1.95 0.75 1.00
H 3.9759 2.3481 -27.4266 0.99 -0.61 0.07
H 4.7688 3.6323 -26.5025 -0.05 -0.19 0.24
H 2.9957 3.2907 -26.6396 -0.02 0.86 0.88
H 4.7580 1.1954 -25.2222 -0.06 -0.10 -0.57
H 3.0041 1.4188 -25.1195 -0.05 -0.05 -0.72
H 3.6339 3.6715 -23.7908 -0.56 -0.15 -0.35
H 5.2087 3.0390 -23.9994 0.28 -0.52 1.28
H 4.0649 -0.0830 -23.4015 -0.04 0.33 -0.05
H 4.0976 0.0717 -21.6385 -0.20 0.08 -0.04
H 6.4423 1.0017 -23.4634 -0.11 0.86 0.19
H 6.3741 -0.3118 -22.4327 -0.16 -0.30 0.00
H 7.4716 1.4278 -21.1018 -0.25 0.30 0.40
H 5.8914 0.7768 -20.4260 0.65 -0.10 0.36
H 6.0626 3.3165 -22.0406 -0.48 -0.08 -0.71
H 5.8635 3.5859 -20.4885 -0.11 -0.77 1.07
H 3.6194 3.7453 -21.4794 -0.22 -0.17 0.06
H 3.5483 2.2203 -20.4991 -0.04 0.12 -0.10
H 1.7624 2.6963 -22.5419 -0.58 -0.30 -0.57
H 1.9623 1.2085 -21.6566 -0.03 -0.06 -0.05
H 1.7934 1.0106 -23.4060 0.26 0.58 -0.18
C -0.3105 11.3365 -15.9934 0.87 -0.67 -0.88
C 0.2474 10.4079 -17.1342 -1.30 0.09 -1.28
C -0.3628 10.7789 -18.6022 1.64 -0.84 2.28
N 0.2214 9.8687 -19.7723 -1.40 2.13 -1.21
C -0.7429 10.2307 -20.9829 0.83 0.90 -1.74
C -0.2538 9.7582 -22.4657 0.16 -1.57 2.65
C 1.1745 10.1901 -22.5810 -0.42 2.04 -1.82
C 2.1023 9.8808 -21.5061 1.04 -0.76 2.06
C 1.6585 10.4122 -20.0675 0.01 -1.65 -1.57
C 0.1720 8.3906 -19.5305 0.37 -0.75 0.72
H -1.3919 11.3143 -15.8584 0.05 -0.25 -0.23
H -0.0114 12.3734 -16.1463 0.07 -0.03 0.05
H 0.1613 10.9538 -15.0884 -0.16 0.28 0.14
H -0.0131 9.3696 -16.9286 -0.41 0.02 0.08
H 1.3360 10.3535 -17.1380 0.08 0.65 -0.11
H -0.1045 11.8165 -18.8138 0.24 -0.20 -0.43
H -1.4473 10.7745 -18.4922 -0.01 -0.74 -0.59
H -0.7090 11.3138 -21.1008 -0.03 0.16 0.70
H -1.7629 9.9637 -20.7063 0.30 -0.39 0.04
H -0.7576 10.0182 -23.3966 -0.81 0.77 0.81
H -0.3634 8.6759 -22.3970 0.38 -0.37 -0.39
H 1.2116 11.2762 -22.6664 -0.62 0.60 0.25
H 1.6256 10.0236 -23.5592 -0.08 -1.00 -0.12
H 3.0546 10.3024 -21.8276 0.20 0.32 0.67
H 2.2982 8.8085 -21.5043 -0.10 -0.24 0.53
H 1.7172 11.4988 -20.0056 -0.68 -0.04 -0.19
H 2.3343 10.0469 -19.2942 -0.26 -0.28 -0.02
H 0.9058 8.1352 -18.7661 -0.20 0.08 0.09
H 0.3873 7.7147 -20.3581 0.34 0.69 -0.49
H -0.8062 8.0065 -19.2413 -0.15 0.68 0.37
C -6.5740 11.1199 -26.6698 0.78 -0.60 1.18
C -5.7650 10.0153 -25.8418 -1.62 0.98 -0.30
C -5.1430 9.0343 -26.7679 1.24 -1.50 1.29
N -4.0546 8.0350 -26.0328 -0.93 0.57 -0.14
C -2.8722 8.9115 -25.4259 0.32 -1.73 -2.60
C -1.5163 8.1715 -25.4224 -0.67 -0.46 2.15
C -1.1373 7.4517 -26.6686 0.10 -1.05 -0.66
C -2.2171 6.4338 -27.0843 -1.98 1.01 0.77
C -3.6597 7.1431 -27.2384 3.45 -0.21 0.56
C -4.8292 7.2548 -24.9018 1.79 1.73 -0.60
H -6.4950 11.0556 -27.7550 -0.01 -0.15 0.11
H -6.1307 12.0542 -26.3253 -0.52 0.24 -0.37
H -7.6073 11.0281 -26.3350 0.04 0.40 -0.43
H -6.5229 9.6263 -25.1619 0.40 -0.50 0.11
H -5.0385 10.5651 -25.2433 0.24 -0.30 -0.11
H -4.6725 9.6205 -27.5573 0.59 -0.59 -0.04
H -5.7185 8.2055 -27.1802 -0.83 0.80 -0.21
H -2.7074 9.5843 -26.2675 -0.46 0.90 0.49
H -3.1830 9.3544 -24.4797 -0.03 -0.06 -0.36
H -0.7538 8.8703 -25.0781 0.00 0.31 -0.46
H -1.4543 7.4212 -24.6342 -0.38 -0.16 0.36
H -0.8298 8.1482 -27.4487 -0.31 -0.11 -0.40
H -0.2673 6.8384 -26.4339 0.32 0.21 0.02
H -1.9924 5.8708 -27.9902 -0.04 0.40 -0.23
H -2.3989 5.6683 -26.3300 0.59 0.00 0.42
H -3.4243 7.8212 -28.0587 -0.98 0.07 -0.14
H -4.3577 6.3366 -27.4629 -0.54 0.69 0.18
H -4.1867 6.4375 -24.5742 -0.55 -0.52 -0.54
H -5.8635 7.1139 -25.2157 0.36 -0.58 0.02
H -4.7895 7.9202 -24.0393 -0.44 0.17 -0.12
C -2.0916 1.1778 -25.2840 1.20 0.77 -1.18
N -1.2722 1.2291 -26.6224 -0.26 2.99 -0.24
C -0.0046 0.4494 -26.6251 -0.46 -1.11 0.44
C -2.2191 0.7294 -27.7014 1.06 -0.14 0.62
C -0.9465 2.7657 -27.0169 -1.53 0.13 1.49
C -0.3742 3.6601 -25.8823 1.12 -0.09 -0.96
O 0.7111 3.0475 -25.2432 -0.98 -1.84 -0.20
H -1.5529 1.6918 -24.4880 0.18 -0.04 -0.16
H -2.2743 0.1421 -24.9974 -0.13 0.11 -0.33
H -2.9726 1.7574 -25.5599 -0.22 -0.40 0.44
H -0.3375 -0.5049 -27.0332 0.58 -0.42 0.51
H 0.3566 0.4015 -25.5978 -0.04 -0.22 -0.20
H 0.8161 0.7907 -27.2560 -0.53 0.65 -0.10
H -3.0687 1.4039 -27.8078 0.24 -0.06 -0.04
H -2.5552 -0.2472 -27.3531 -0.03 -0.03 -0.38
H -1.5907 0.6637 -28.5896 -0.52 -0.11 -0.23
H -1.9305 3.1666 -27.2602 -0.19 -0.01 0.12
H -0.4180 2.8656 -27.9649 0.54 -0.88 0.31
H -1.0588 4.1571 -25.1950 -0.65 -0.81 0.27
H 0.1263 4.5285 -26.3106 -0.60 0.37 -1.07
H 1.1538 3.8251 -24.8953 1.21 0.94 1.05
O 1.9233 6.1877 -22.2616 1.02 0.24 -0.91
C 1.2425 5.6637 -23.2957 2.57 -0.93 -2.72
O 1.8151 5.2200 -24.3417 1.61 0.20 0.50
O 0.0534 5.6813 -23.1777 -4.74 0.33 0.21
H 1.0811 6.4219 -21.8648 -0.12 0.26 2.45
O -0.5728 3.6068 -21.5058 -1.14 -1.92 -1.08
C -0.3303 3.8750 -20.2363 3.93 2.97 6.82
O -0.3738 3.1658 -19.2052 -1.99 -2.61 -2.84
O 0.2561 5.0125 -19.9275 -0.78 1.38 -3.29
H -0.4634 4.4084 -22.0225 0.17 0.67 0.00
```
Forces are in eV/Å.

Mulliken atomic charge list, values in e, 2 entries: C -1.464; C -0.171